Computed, not measured: a molecular structure, C20H27ClNO2PPb at a distorted geometry, with ωB97M-V/def2-TZVPD.

Positions of all 53 atoms, in Å:
C -2.74931 0.24755 -4.03773
C -2.52128 -0.97218 -3.41017
C -1.78801 -1.06116 -2.20090
C -1.23750 0.08864 -1.64569
C -1.34364 1.28330 -2.36094
C -2.17026 1.38826 -3.50253
C -1.64702 -2.40651 -1.51272
C -0.21328 -3.03016 -1.46774
N 0.90403 -2.13976 -1.34223
Pb -0.51826 0.07213 0.53164
C -0.58682 2.50429 -1.94124
P 1.06484 2.23118 -1.33627
H -2.94436 -1.87608 -3.84702
H -2.33476 2.35969 -3.99421
H -3.36137 0.31191 -4.94059
H -1.09831 3.09840 -1.18282
H -0.37955 3.13387 -2.81856
H -2.01720 -2.31451 -0.47832
H -2.30865 -3.12532 -2.02226
H -0.22531 -3.71057 -0.60924
C 1.48113 3.74306 -0.46222
C 1.99912 2.28053 -2.88812
H -0.11606 -3.63712 -2.37806
C 1.42257 -1.67146 -2.62590
C 1.96073 -2.71615 -0.49852
H -1.01966 1.80554 0.95680
H 1.89548 -2.49271 -3.19748
H 0.59500 -1.23814 -3.19852
H 2.18163 -0.90121 -2.43952
H 2.46441 -3.57543 -0.97788
H 2.73112 -1.95794 -0.29427
H 1.51948 -3.03579 0.45834
H 1.93559 3.32363 -3.22535
H 3.05181 1.99743 -2.79861
H 1.48649 1.66290 -3.63082
H 1.53906 4.53429 -1.23344
H 0.67971 3.95224 0.26460
H 2.46294 3.65527 0.02374
H 1.25905 1.14167 -0.36882
Cl 1.19253 0.94965 7.58718
C 0.47364 0.11898 6.30650
C 0.06675 -1.21656 6.43951
C -0.48116 -1.91766 5.36471
C -0.72534 -1.27736 4.14064
C -0.45336 0.09670 4.08304
C 0.25741 0.75320 5.08943
C -1.18180 -2.12744 2.94503
O -1.33126 -3.33092 3.14465
O -1.40105 -1.51356 1.79751
H 0.17939 -1.73048 7.38243
H -0.75718 -2.95291 5.50169
H -0.79430 0.72475 3.25894
H 0.60545 1.76583 4.91112

## Properties
HOMO level (spin up / spin down) = -13.62 / -13.61 eV
HOMO-LUMO gap (spin up / spin down) = 3.5 / 3.3 eV
Charge = +2
ΔE to the lowest compared entry with this formula, charge and spin = 0.00 kcal/mol
E = -1977.1707 Eh

natural (NBO) population analysis, charges in e, atoms 1 to 5: -0.15, -0.18, -0.03, -0.37, 0.00



Computed, not measured: a single C5H7N molecule, with ωB97M-V/def2-TZVPD.

Positions of all 13 atoms, in Å:
C 1.95417 0.01281 0.01553
C 0.45251 0.00672 -0.01250
C -0.41602 1.10350 0.26790
C -1.70845 0.65356 0.16229
N -1.66129 -0.67195 -0.17228
C -0.35435 -1.07236 -0.28207
H 2.34188 -0.29721 0.99274
H 2.36939 -0.66903 -0.73343
H 2.35062 1.01151 -0.19250
H -0.11426 2.11450 0.51387
H -2.65284 1.16357 0.29414
H -2.46223 -1.26429 -0.31093
H -0.09911 -2.09132 -0.54277

## Properties
HOMO level = -8.11 eV
HOMO-LUMO gap = 9.2 eV
SMILES = Cc1cc[nH]c1
ΔE to the lowest compared entry with this formula, charge and spin = 1.71 kcal/mol
E = -249.4705 Eh

natural (NBO) population analysis, charges in e, atoms 1 to 5: -0.63, -0.09, -0.31, -0.07, -0.50



Computed, not measured: a molecular structure, C21H23ClN3O4PtSi at a distorted geometry, with ωB97M-V/def2-TZVPD.

Positions of all 54 atoms, in Å:
Pt -0.16985 0.09975 -0.03240
O 1.12035 4.01635 0.16430
C 0.71038 2.92001 -0.19987
O 0.40356 1.95436 0.58454
C 0.60774 2.68081 -1.71437
C 0.89339 3.75401 -2.59100
C 0.82646 3.54325 -3.93623
C 0.48424 2.26195 -4.42638
C 0.41113 1.94245 -5.79921
C 0.08335 0.67391 -6.19782
C -0.18456 -0.32886 -5.24577
C -0.12544 -0.04925 -3.90675
C 0.20901 1.25237 -3.47340
N 0.27345 1.49305 -2.14300
H 1.15710 4.70449 -2.14992
H 1.03259 4.33962 -4.64259
H 0.62327 2.71653 -6.52818
H 0.03139 0.43213 -7.25221
H -0.43516 -1.32732 -5.58128
H -0.31927 -0.79807 -3.14800
C -2.82672 -2.08677 -0.99514
C -1.43522 -2.62845 -0.88940
C -1.15530 -3.95956 -1.17545
C 0.16697 -4.40203 -1.13304
C 1.18791 -3.53595 -0.80957
C 0.85540 -2.20187 -0.50716
N -0.44085 -1.80363 -0.56762
N 1.62595 -1.16869 -0.15479
Si 3.26445 -0.82657 -0.54413
C 3.53821 1.00102 -0.23907
C 4.46844 -1.82367 0.52152
C 3.63150 -1.21789 -2.35819
H -3.10052 -1.98665 -2.04901
H -2.90933 -1.10780 -0.52765
H -3.53288 -2.77951 -0.53697
H -1.96617 -4.62954 -1.42611
H 0.39488 -5.43844 -1.35437
H 2.21924 -3.85681 -0.75654
H 3.09341 1.29813 0.71262
H 3.06425 1.60104 -1.01830
H 4.60069 1.25516 -0.22352
H 4.30312 -1.60800 1.57897
H 5.50583 -1.57677 0.28183
H 4.33973 -2.89921 0.37921
H 2.92509 -0.69923 -3.01122
H 3.55526 -2.28647 -2.57302
H 4.64064 -0.89218 -2.62470
Cl -3.98046 0.27696 3.95485
C -3.74947 0.71822 2.24586
C -2.38338 0.33975 1.66687
O -2.27352 0.75740 0.45369
O -1.55918 -0.29450 2.28801
H -3.89648 1.79098 2.16119
H -4.52749 0.21472 1.67654

## Properties
HOMO level = -4.14 eV
HOMO-LUMO gap = 6.6 eV
Charge = -1
ΔE to the lowest compared entry with this formula, charge and spin = 11.56 kcal/mol
E = -2148.4668 Eh

natural (NBO) population analysis, charges in e, atoms 1 to 5: 1.03, -0.67, 0.75, -0.71, 0.12



Computed, not measured: a single C4H7NO4 molecule at a distorted geometry, with ωB97M-V/def2-TZVPD.

Positions of all 16 atoms, in Å:
C -1.31928 -1.64165 -0.76742
C -1.40119 -0.74505 0.17832
O -0.57021 -0.38917 1.18717
O 0.77520 -0.57596 0.69570
C 1.13513 0.71256 0.11547
C 2.65251 0.83531 0.07003
N -2.65855 0.16532 0.20005
O -3.40979 0.01590 -0.72707
O -2.75663 0.79532 1.20678
H -0.63566 -2.41531 -0.87168
H -2.12684 -1.65607 -1.48117
H 0.58255 0.78729 -0.86291
H 0.64549 1.51405 0.70272
H 2.96645 1.66875 -0.57338
H 2.85234 1.01821 1.21493
H 3.26849 -0.08950 -0.28754

## Properties
HOMO level = -10.26 eV
HOMO-LUMO gap = 10.1 eV
SMILES = C=C(OOCC)[N+](=O)[O-]
ΔE to the lowest compared entry with this formula, charge and spin = 193.74 kcal/mol
E = -512.0737 Eh

natural (NBO) population analysis, charges in e, atoms 1 to 5: -0.43, 0.32, -0.24, -0.25, -0.10



Computed, not measured: a molecular structure, C20H55Cl3F3KO27P6S at a distorted geometry, with ωB97M-V/def2-TZVPD.

Positions of all 116 atoms, in Å:
K -1.25656 -4.62541 6.64081
C -2.72138 0.50294 -0.18908
F -3.73354 1.05039 0.50231
F -3.32350 -0.37890 -0.99200
F -2.03138 1.35703 -0.84041
S -1.45107 -0.40854 1.01002
O -1.21359 0.44457 2.19464
O -2.10156 -1.67549 1.43770
O -0.30317 -0.48949 0.07015
C 5.60734 -3.96508 3.50568
O 6.52607 -4.57681 4.30720
P 5.97181 -5.44713 5.57999
O 4.72297 -4.91610 6.11830
O 7.22612 -5.51616 6.60084
C 7.95957 -4.37776 6.80599
O 5.95895 -7.01277 5.05540
C 7.05309 -7.58488 4.41023
H 4.61077 -4.40366 3.55668
H 5.79933 -4.23827 2.46808
H 5.71566 -2.89267 3.66792
H 7.47016 -3.48972 6.40603
H 8.87496 -4.48384 6.22384
H 8.27854 -4.32914 7.84714
H 7.55818 -8.29733 5.06245
H 7.84627 -6.86361 4.21345
H 6.72355 -8.06746 3.49011
C 5.10843 3.52878 0.68292
O 6.17048 4.40317 0.71194
P 7.34556 4.16326 1.74518
O 7.04552 3.27198 2.88840
O 7.64204 5.73803 2.04685
C 8.93732 6.16861 2.53738
O 8.62595 3.70085 0.82552
C 8.87355 4.17137 -0.47730
H 5.06112 2.75447 1.44862
H 5.39682 3.20400 -0.31680
H 4.13598 3.97599 0.47692
H 9.59591 5.30223 2.59870
H 8.90168 6.50990 3.57196
H 9.36180 6.94952 1.90643
H 8.08134 4.74012 -0.96416
H 9.08769 3.24701 -1.01378
H 9.74794 4.82217 -0.47673
C 2.43261 -1.79515 -6.35475
O 3.31810 -2.82617 -6.96858
P 4.86527 -2.39381 -7.11953
O 5.69960 -2.48268 -5.85111
O 5.24068 -3.41481 -8.31458
C 5.54922 -4.75650 -8.00496
O 4.66769 -0.93922 -7.71026
C 5.44340 0.10905 -7.19490
H 2.94430 -0.83413 -6.30259
H 2.35964 -2.09552 -5.30950
H 1.40605 -1.75404 -6.71888
H 6.60732 -4.85116 -8.24900
H 4.90680 -5.45708 -8.53843
H 5.68140 -5.05042 -6.96369
H 4.93685 1.07120 -7.27084
H 6.38865 0.06042 -7.73550
H 5.69043 -0.03029 -6.14245
C -6.17891 -11.01944 3.41666
O -6.17622 -9.76828 2.74967
P -6.16409 -8.48465 3.76190
O -4.83534 -8.13422 4.40942
O -6.80959 -7.29564 2.88384
C -6.03414 -6.98687 1.73896
O -7.25281 -8.88117 4.90146
C -7.27698 -8.16814 6.15220
H -6.12693 -10.88836 4.49750
H -5.40016 -11.69136 3.05585
H -7.11656 -11.53376 3.20601
H -6.31091 -5.94604 1.57114
H -6.43286 -7.58303 0.91816
H -4.94894 -7.01503 1.83721
H -8.18906 -8.53348 6.62416
H -7.34339 -7.08736 6.02722
H -6.32692 -8.45234 6.60464
C -0.29903 6.23234 -6.30758
O 0.78180 6.98944 -6.81101
P 0.80464 8.65277 -6.77138
O -0.49368 9.37515 -6.99793
O 1.37735 8.88927 -5.25842
C 2.05987 7.76531 -4.58468
O 1.98944 9.02117 -7.80442
C 2.26307 10.37986 -8.14164
H -0.00915 5.28198 -5.85938
H -1.03210 6.04073 -7.09115
H -0.73305 6.70104 -5.42438
H 1.38847 7.03610 -4.13127
H 2.81568 8.14332 -3.89624
H 2.45992 7.10249 -5.35198
H 1.66962 10.67582 -9.00669
H 3.26341 10.53096 -8.54734
H 2.06818 11.14188 -7.38702
C -11.60952 4.40260 -0.57153
O -11.69163 4.30571 0.88493
P -12.79129 3.21710 1.44124
O -12.95004 3.12701 2.90036
O -14.12766 3.65249 0.59580
C -15.34758 3.04592 0.89586
O -12.33881 1.76743 0.73630
C -11.44018 1.00177 1.44560
H -12.33484 3.84176 -1.16100
H -10.65848 3.99429 -0.91344
H -11.77171 5.42005 -0.92733
H -15.30738 2.23026 1.61779
H -15.78782 2.57648 0.01614
H -16.11371 3.74049 1.24042
H -11.58865 0.04830 0.93869
H -11.60192 1.04859 2.52251
H -10.40660 1.17025 1.14323
C 0.72378 2.86684 7.81412
Cl 0.22965 1.17799 8.38335
Cl 1.93390 3.48034 8.91588
Cl -0.60381 4.08103 7.70412
H 1.10896 2.78685 6.79759

## Properties
HOMO level = -7.43 eV
HOMO-LUMO gap = 5.2 eV
ΔE to the lowest compared entry with this formula, charge and spin = 203.90 kcal/mol
E = -7553.2780 Eh

Mulliken population analysis, charges in e, atoms 1 to 5: 1.00, 0.61, -0.24, -0.24, -0.19